No. 1
Below is a molecular structure, C57H78F5N3O3SSr, with properties calculated with ωB97M-V/def2-TZVPD.

Properties
- maximum force (eV/Å) = 5.662
- net charge = -2
- energy (Ha) = -3537.11517
- HOMO energy (eV) = -1.12
- LUMO (eV) = 3.36

Each line ends with the Mulliken charge.
Atoms and positions in Å:
Sr1 -1.1258 1.1254 0.1532  1.605
C1 4.8949 4.5846 2.7913  -1.952
C2 4.4615 3.5392 3.8195  2.305
C3 4.6376 4.1443 5.2206  -1.893
C4 5.3947 2.3258 3.6814  -1.538
C5 3.0193 3.0900 3.6053  -0.644
C6 2.1713 3.6362 2.6534  -0.233
C7 0.9269 3.0860 2.3724  0.331
C8 -0.0093 3.9796 1.5535  -2.068
N1 -1.1276 3.3496 0.8187  1.204
C9 -2.3534 3.0248 1.6767  -0.868
C10 -3.6153 2.2020 1.0217  -0.816
N2 -3.4352 0.8573 0.3369  0.546
C11 -3.9264 0.8787 -1.0678  -0.893
C12 -3.2587 2.0035 -1.9482  -1.473
N3 -1.7703 1.9547 -1.9960  0.774
C13 -1.1861 3.3297 -1.8394  -0.559
C14 -1.5606 4.0385 -0.4479  -1.308
C15 -1.2765 1.0927 -3.0989  -1.101
C16 0.2322 1.1279 -3.3414  0.107
C17 0.6334 1.0777 -4.6656  -0.562
C18 1.9665 1.1706 -5.0532  -0.539
C19 2.8836 1.4297 -4.0359  -0.446
C20 2.5485 1.5126 -2.6918  -0.839
C21 1.2060 1.2256 -2.2816  -0.174
O1 0.8536 1.1294 -1.0551  0.971
C22 3.5619 2.0049 -1.6533  2.811
C23 3.8603 0.9326 -0.5998  -1.174
C24 4.8871 2.4241 -2.2938  -2.531
C25 2.9739 3.2463 -0.9562  -1.011
C26 2.3626 0.9923 -6.5179  2.297
C27 2.1115 -0.4653 -6.9328  -1.678
C28 3.8383 1.3117 -6.7599  -2.177
C29 1.5282 1.9150 -7.4184  -1.766
C30 -3.8764 -0.3409 1.0920  -1.825
C31 -3.6279 -1.6654 0.3512  0.645
C32 -4.6251 -2.6166 0.4718  -0.575
C33 -4.5098 -3.8851 -0.0858  -1.032
C34 -3.3540 -4.1268 -0.8231  -0.834
C35 -2.3198 -3.2215 -1.0157  0.572
C36 -2.4002 -1.9430 -0.3751  -0.927
O2 -1.4791 -1.0645 -0.3983  1.196
C37 -1.1371 -3.6948 -1.8853  2.898
C38 -0.4265 -4.8606 -1.1743  -1.753
C39 -0.0622 -2.6446 -2.2044  -1.957
C40 -1.6810 -4.1947 -3.2363  -2.145
C41 -5.5379 -4.9962 0.1156  2.336
C42 -6.0700 -5.4841 -1.2392  -1.728
C43 -4.8746 -6.1736 0.8474  -1.613
C44 -6.7300 -4.5310 0.9523  -2.186
C45 0.5383 1.8355 2.9695  0.437
O3 -0.4022 1.1038 2.5025  0.675
C46 1.2419 1.4933 4.1787  -1.081
C47 2.4768 2.0738 4.4013  -0.141
C48 0.6076 0.5451 5.1977  2.798
C49 -0.8299 1.0104 5.4801  -1.602
C50 0.5709 -0.8854 4.6499  -1.049
C51 1.3650 0.5435 6.5274  -2.541
H1 5.9341 4.8736 2.9744  0.474
H2 4.2812 5.4865 2.8500  0.357
H3 4.8246 4.1886 1.7763  0.160
H4 5.6743 4.4607 5.3820  0.475
H5 4.3805 3.4191 5.9947  0.312
H6 3.9864 5.0128 5.3450  0.351
H7 6.4447 2.6383 3.7046  0.476
H8 5.2031 1.8024 2.7432  0.166
H9 5.2344 1.6122 4.4913  0.315
H10 2.4594 4.5340 2.1127  0.222
H11 0.5691 4.5414 0.8161  0.579
H12 -0.4469 4.7358 2.2311  0.262
H13 -2.8143 3.9680 2.0006  0.632
H14 -2.0203 2.4663 2.5630  -0.172
H15 -4.1404 2.8709 0.3404  0.403
H16 -4.3037 2.0739 1.8626  0.583
H17 -5.0165 1.0382 -1.0981  0.278
H18 -3.7153 -0.0875 -1.5206  0.438
H19 -3.5853 2.9770 -1.5901  0.394
H20 -3.6631 1.9302 -2.9675  0.594
H21 -1.5575 4.0101 -2.6206  0.388
H22 -0.1023 3.2776 -1.9177  0.113
H23 -2.6361 4.2142 -0.4065  0.484
H24 -1.1258 5.0426 -0.4813  0.667
H25 -1.7689 1.4053 -4.0318  0.275
H26 -1.6017 0.0737 -2.8625  0.266
H27 -0.1403 0.9608 -5.4218  0.277
H28 3.9179 1.5923 -4.3071  0.524
H29 4.2822 0.0382 -1.0654  0.267
H30 2.9639 0.6308 -0.0679  -0.158
H31 4.5830 1.3162 0.1301  0.280
H32 5.4045 1.5757 -2.7496  0.401
H33 5.5386 2.8283 -1.5147  0.441
H34 4.7508 3.1979 -3.0553  0.421
H35 2.1313 2.9599 -0.3290  -0.278
H36 2.6415 3.9801 -1.6992  0.301
H37 3.7280 3.7178 -0.3179  0.248
H38 2.6865 -1.1432 -6.2995  0.356
H39 2.3959 -0.6338 -7.9778  0.449
H40 1.0576 -0.7234 -6.8152  0.323
H41 4.4902 0.6422 -6.1961  0.360
H42 4.0752 2.3384 -6.4715  0.381
H43 4.0710 1.1932 -7.8222  0.451
H44 0.4670 1.6673 -7.3715  0.325
H45 1.8470 1.8254 -8.4624  0.472
H46 1.6430 2.9558 -7.1080  0.343
H47 -4.9588 -0.2624 1.2751  0.375
H48 -3.3501 -0.3477 2.0527  0.472
H49 -5.5124 -2.3481 1.0376  0.457
H50 -3.2452 -5.1085 -1.2762  0.171
H51 0.1562 -4.4868 -0.3294  0.303
H52 0.2618 -5.3585 -1.8651  0.544
H53 -1.1337 -5.6012 -0.7935  0.143
H54 0.2623 -2.0872 -1.3313  -0.214
H55 -0.4118 -1.9277 -2.9537  0.214
H56 0.8048 -3.1631 -2.6289  0.491
H57 -2.2990 -5.0908 -3.1382  0.376
H58 -0.8451 -4.4341 -3.9006  0.503
H59 -2.2849 -3.4183 -3.7130  0.328
H60 -5.2608 -5.8551 -1.8697  0.309
H61 -6.5581 -4.6653 -1.7733  0.340
H62 -6.7961 -6.2935 -1.1042  0.456
H63 -4.0801 -6.6135 0.2423  0.308
H64 -5.6070 -6.9568 1.0732  0.456
H65 -4.4216 -5.8345 1.7806  0.289
H66 -7.2549 -3.7012 0.4727  0.362
H67 -6.4149 -4.2069 1.9459  0.366
H68 -7.4389 -5.3551 1.0740  0.452
H69 3.0664 1.7184 5.2397  0.348
H70 -1.4158 0.9864 4.5621  -0.181
H71 -0.8357 2.0290 5.8808  0.414
H72 -1.3027 0.3441 6.2091  0.493
H73 0.0378 -0.9003 3.7048  -0.622
H74 0.0801 -1.5598 5.3622  0.521
H75 1.5829 -1.2466 4.4530  0.360
H76 1.5212 1.5564 6.9093  0.401
H77 2.3389 0.0571 6.4346  0.358
H78 0.7854 -0.0165 7.2667  0.493
F1 0.0388 -6.6490 3.0467  -0.392
C52 0.3588 -5.3930 2.6546  0.719
C53 -0.5903 -4.3880 2.6358  -0.056
F2 -1.8431 -4.6604 3.0557  -0.425
C54 -0.2565 -3.1175 2.2104  -0.346
F3 -1.2322 -2.1964 2.2862  -0.407
C55 1.0268 -2.7518 1.7477  0.505
S1 1.3960 -1.2048 1.1153  0.221
C56 1.9603 -3.8053 1.8313  -0.227
F4 3.2366 -3.6017 1.4542  -0.411
C57 1.6471 -5.0795 2.2598  0.160
F5 2.5936 -6.0449 2.2841  -0.385

---

No. 2
Below is a molecular structure, C10H26N6O20S2, with properties calculated with ωB97M-V/def2-TZVPD.

Properties
- maximum force (eV/Å) = 3.538
- net charge = 0
- energy (Ha) = -3025.69516
- HOMO energy (eV) = -10.73
- LUMO (eV) = -0.23
- ΔE to the lowest compared entry with this formula, charge and spin (kcal/mol) = 9.7

Each line ends with the Mulliken charge.
Atoms and positions in Å:
C1 -1.2888 -1.7529 -5.6407  -0.126
C2 -2.3620 -1.9760 -4.5789  -0.168
O1 -2.6752 -0.6478 -4.0845  -0.310
S1 -1.4962 0.3405 -4.3999  1.056
O2 -0.4346 0.1198 -3.4665  -0.295
O3 -2.0079 1.6308 -4.6837  -0.594
O4 -1.0774 -0.3709 -5.7363  -0.408
H1 -1.4802 -2.1053 -6.6527  0.327
H2 -0.2992 -2.2202 -5.3795  0.078
H3 -2.0713 -2.6133 -3.7050  0.233
H4 -3.2952 -2.3648 -5.0568  0.257
C3 2.0155 1.0719 -0.5736  -0.164
C4 1.1775 1.3227 0.6023  0.699
O5 0.3990 2.4460 0.1564  -0.193
S2 1.1644 3.3713 -0.7898  1.151
O6 2.0207 4.2717 -0.0100  -0.650
O7 0.2747 3.8459 -1.7700  -0.524
O8 2.0543 2.2697 -1.3607  -0.320
H5 1.5166 0.3201 -1.1278  0.121
H6 3.0273 0.7755 -0.2911  0.269
H7 1.8356 1.6233 1.4345  0.098
H8 0.5248 0.5012 0.9025  -0.373
C5 -3.3566 -0.7345 1.2559  -0.375
N1 -2.1275 -1.5540 1.1436  0.745
O9 -1.0796 -0.9809 1.4088  -0.364
O10 -2.1835 -2.5744 0.5201  -0.540
H9 -3.2588 -0.2449 2.1991  0.305
H10 -4.2524 -1.3474 1.3056  0.313
H11 -3.3843 -0.0291 0.4206  -0.083
C6 1.4942 -3.3672 1.6672  -0.419
N2 2.5263 -2.3876 2.1557  0.835
O11 2.4445 -1.2745 1.6126  -0.464
O12 3.3061 -2.6896 3.0411  -0.553
H12 1.6951 -4.3410 2.0768  0.303
H13 1.4895 -3.2832 0.5530  0.098
H14 0.5941 -2.8839 2.1181  0.149
C7 -3.5366 3.4836 -1.1783  -0.799
N3 -3.8558 2.0932 -0.8789  0.812
O13 -4.6832 1.9264 -0.0123  -0.509
O14 -3.3331 1.1893 -1.5398  -0.436
H15 -4.4102 4.1656 -1.1409  0.296
H16 -3.1233 3.5882 -2.1472  0.304
H17 -2.8523 3.8680 -0.4010  0.257
C8 2.1272 -1.0751 6.0741  -0.714
N4 0.9030 -1.8541 5.6544  0.873
O15 0.3718 -2.5300 6.4939  -0.541
O16 0.5424 -1.7274 4.4789  -0.442
H18 2.3126 -0.2710 5.3654  0.186
H19 2.9649 -1.7772 6.0807  0.295
H20 1.9884 -0.7615 7.1029  0.336
C9 2.8323 -1.5497 -4.0841  -0.843
N5 1.9113 -2.1365 -3.1386  0.965
O17 0.9108 -2.6291 -3.6538  -0.581
O18 2.1417 -2.1188 -1.9424  -0.498
H21 3.6082 -0.9734 -3.5286  0.319
H22 2.2386 -0.8308 -4.6165  0.319
H23 3.3132 -2.3137 -4.7236  0.282
C10 1.3879 3.2573 3.6361  -0.815
N6 0.2161 2.3885 3.9973  0.949
O19 0.4366 1.2341 4.2342  -0.442
O20 -0.8536 2.9153 3.8528  -0.563
H24 2.1538 2.4968 3.6411  0.330
H25 1.6187 3.9836 4.4356  0.327
H26 1.2391 3.7910 2.6721  0.219

---

No. 3
Below is 2 unconnected molecules or ions with the total composition H2O4P2, with properties calculated with ωB97M-V/def2-TZVPD.

Properties
- maximum force (eV/Å) = 2.735
- net charge = -2
- energy (Ha) = -984.77332
- HOMO energy (spin up / spin down) (eV) = -0.49 / 0.35
- LUMO (spin up / spin down) (eV) = 6.98 / 7.03
- ΔE to the lowest compared entry with this formula, charge and spin (kcal/mol) = 114.1

Each line ends with the Mulliken charge.
Atoms and positions in Å:
O1 0.7267 -0.7650 -2.1018  -0.602
O2 -2.2078 0.5619 0.3353  -0.728
O3 0.6294 -2.9358 0.8888  -0.939
O4 -0.3463 2.2763 -0.0862  -0.669
P1 0.5105 -0.6961 -0.6507  0.414
P2 -0.7402 0.8981 0.2630  0.590
H1 1.6501 0.0172 -0.1544  -0.018
H2 -0.2225 0.6433 1.5060  -0.048